{
  "formula": "C38H54NO4OsPS",
  "method": "ωB97M-V/def2-TZVPD",
  "species": ["Os", "S", "P", "O", "O", "O", "O", "N", "C", "C", "C", "C", "C", "C", "C", "C", "C", "C", "C", "C", "C", "C", "C", "C", "C", "C", "C", "C", "C", "C", "C", "C", "C", "C", "C", "C", "C", "C", "C", "C", "C", "C", "C", "C", "C", "C", "H", "H", "H", "H", "H", "H", "H", "H", "H", "H", "H", "H", "H", "H", "H", "H", "H", "H", "H", "H", "H", "H", "H", "H", "H", "H", "H", "H", "H", "H", "H", "H", "H", "H", "H", "H", "H", "H", "H", "H", "H", "H", "H", "H", "H", "H", "H", "H", "H", "H", "H", "H", "H", "H"],
  "positions_angstrom": [[-0.109552, -0.007006, 0.192839], [-1.358367, 2.101283, 1.691692], [-1.604231, -1.615488, -0.740781], [-0.839180, 2.199333, 0.305758], [-2.730930, 2.406508, 1.897347], [1.519614, -0.144295, 4.111056], [1.364273, -0.177542, 1.853169], [-1.112827, 0.446743, 1.892061], [-0.954128, 4.120405, 3.422944], [3.831876, 2.327942, 0.294922], [2.731591, -3.753787, -1.215448], [1.228564, 5.028548, 3.938272], [-0.693830, -0.054456, 3.130496], [-0.162726, 5.073817, 4.035979], [-1.296437, -2.944415, -3.210813], [-0.693775, -2.153230, -2.231036], [0.952655, -0.127646, 3.063311], [-0.397486, 2.423752, -2.853164], [-1.773908, -3.135518, 0.364175], [3.275487, -0.096594, -0.159936], [2.078973, 6.103722, 4.535962], [-0.334401, 3.108377, 2.701667], [3.106382, -2.785365, 1.079061], [-0.598538, -3.325796, -4.342854], [1.352834, 1.181739, -4.110386], [1.821247, 3.979738, 3.223931], [0.717931, -2.923489, -4.509280], [2.955571, 1.245846, -0.277261], [1.077945, 0.609750, -1.728853], [-3.282375, -0.897537, -1.236207], [1.050750, 3.027828, 2.591231], [-2.823215, -2.893118, 1.451391], [4.414167, 1.985104, 1.665945], [0.319264, 1.072681, -2.975689], [-3.939471, -0.214494, -0.034528], [2.529652, -1.140554, -0.724386], [3.146087, -2.503054, -0.440390], [1.332465, -0.794443, -1.461082], [-2.987526, 0.156132, -2.307436], [1.854418, 1.580790, -1.066189], [4.950113, 2.603447, -0.729006], [-4.240818, -1.954307, -1.785292], [0.639241, -1.751089, -2.394050], [-2.115545, -4.390202, -0.439242], [1.323322, -2.141315, -3.541816], [-0.398640, -3.325060, 1.013522], [5.154111, 1.186105, 1.602239], [-0.990167, 0.542448, 3.991643], [-0.067771, -2.424480, 1.542055], [0.858041, 1.549126, -5.009310], [-2.316895, -3.276655, -3.095610], [-0.974926, -1.100345, 3.270132], [-0.900134, 2.556436, -1.901761], [-2.323823, 0.931393, -1.919302], [3.228996, 3.236231, 0.386840], [-1.141427, 2.503413, -3.645090], [-3.285186, 0.499245, 0.448688], [3.009218, 5.703573, 4.937147], [2.141496, 1.889106, -3.846939], [2.343786, 6.820312, 3.754399], [0.342302, -3.584779, 0.261309], [-4.446823, -2.748881, -1.069921], [-4.800930, 0.348845, -0.397933], [1.661010, -3.941097, -1.209635], [-3.059817, -4.308764, -0.976547], [4.207517, -2.347382, -0.668481], [4.922060, 2.857820, 2.075005], [4.165410, -0.357878, 0.398483], [3.453609, -1.937670, 1.668447], [5.553290, 1.705660, -0.876157], [-2.211505, -5.218267, 0.266227], [-1.328335, -4.648898, -1.145220], [-2.552625, -0.284712, -3.205857], [-0.441587, -4.141719, 1.736344], [0.298966, 3.253186, -2.986553], [3.639185, 1.672217, 2.369356], [-2.034039, 4.151628, 3.486052], [3.217678, -4.614622, -0.757187], [-4.305560, -0.919213, 0.708540], [-0.630214, 5.873749, 4.594939], [-3.838469, -2.964476, 1.063962], [2.900964, 3.918624, 3.165565], [1.270625, -3.213456, -5.392883], [3.058137, -3.715265, -2.250753], [-1.081540, -3.935114, -5.094795], [1.514808, 2.232659, 2.019999], [-0.403579, 0.308806, -3.255632], [-5.188433, -1.454009, -1.994484], [4.539296, 2.903944, -1.694133], [1.632598, 2.627167, -1.245743], [3.744749, -3.639432, 1.297018], [5.601036, 3.400942, -0.372576], [2.095968, -3.021282, 1.406577], [1.558891, 6.644264, 5.323516], [-2.699445, -1.922001, 1.934958], [-2.717462, -3.664063, 2.216726], [-3.899724, -2.388038, -2.722803], [2.347948, -1.817440, -3.677351], [-3.923313, 0.639059, -2.593567], [1.810339, 0.223504, -4.347064]],
  "forces_ev_per_angstrom": [[0.78, -0.13, 1.25], [-0.37, 0.73, 0.09], [-0.38, -0.47, -0.50], [0.24, -0.43, -0.01], [0.05, 0.00, 0.13], [0.37, -0.05, -0.34], [-0.06, 0.02, -1.54], [0.17, 0.37, -0.60], [-0.21, -0.13, 0.13], [0.22, 0.02, -0.06], [-0.02, 0.15, -0.07], [-0.09, -0.07, -0.05], [0.72, -0.24, 0.41], [0.10, 0.02, 0.05], [-0.03, -0.05, -0.02], [0.09, 0.15, 0.22], [-1.42, 0.11, 1.05], [0.10, -0.11, 0.07], [0.18, 0.31, 0.16], [0.10, 0.24, -0.09], [0.05, 0.05, 0.00], [-0.21, -0.40, -0.28], [-0.04, 0.08, 0.00], [-0.02, -0.03, -0.03], [-0.04, -0.13, 0.00], [-0.05, -0.05, 0.03], [0.02, 0.01, 0.03], [0.02, -0.04, -0.01], [-0.07, -0.17, -0.07], [0.26, 0.06, 0.03], [0.12, -0.03, -0.03], [0.00, 0.04, 0.01], [-0.09, -0.04, -0.03], [-0.04, 0.10, -0.07], [-0.10, -0.01, 0.00], [-0.15, 0.10, 0.01], [-0.01, -0.25, 0.19], [0.16, 0.10, -0.19], [-0.02, -0.06, 0.03], [-0.03, 0.06, 0.05], [-0.09, 0.03, 0.07], [-0.01, -0.07, -0.05], [-0.11, -0.12, -0.01], [-0.03, 0.00, -0.05], [0.10, -0.04, 0.07], [-0.17, 0.03, -0.11], [0.01, 0.01, 0.01], [-0.01, 0.00, -0.04], [0.03, -0.10, 0.05], [0.01, 0.00, -0.01], [0.10, -0.04, 0.00], [-0.09, 0.04, -0.01], [-0.08, 0.05, 0.04], [-0.02, 0.02, -0.05], [-0.07, -0.03, -0.02], [0.03, 0.02, -0.03], [0.07, 0.11, 0.09], [-0.02, -0.02, 0.01], [-0.01, 0.02, 0.01], [0.00, 0.03, 0.04], [0.09, 0.04, 0.02], [-0.03, 0.04, -0.03], [-0.01, -0.03, -0.04], [-0.07, -0.01, 0.00], [0.05, -0.03, 0.03], [-0.03, 0.08, -0.05], [0.03, -0.01, 0.00], [-0.02, -0.05, -0.02], [-0.02, -0.06, 0.02], [0.03, 0.02, -0.01], [0.00, 0.00, 0.01], [0.01, -0.01, -0.01], [0.02, 0.04, 0.01], [-0.01, -0.01, 0.00], [0.00, 0.00, 0.02], [0.07, -0.03, 0.03], [0.03, 0.08, 0.01], [0.01, 0.02, 0.01], [0.03, 0.06, -0.05], [-0.02, -0.01, -0.01], [0.02, 0.05, 0.02], [-0.02, 0.02, -0.01], [0.00, 0.00, 0.00], [-0.04, 0.01, -0.09], [-0.01, 0.00, 0.02], [0.01, 0.09, 0.00], [0.00, 0.00, 0.06], [0.00, 0.01, 0.01], [0.03, 0.00, 0.00], [-0.05, -0.01, 0.04], [0.00, -0.02, -0.01], [0.00, -0.01, 0.01], [0.05, -0.01, 0.02], [-0.01, -0.01, 0.00], [-0.04, -0.03, 0.03], [0.03, -0.02, -0.02], [-0.10, 0.03, 0.05], [0.02, -0.04, 0.00], [-0.02, -0.01, 0.02], [0.04, 0.04, -0.02]],
  "spin_multiplicity": 5,
  "total_charge": 2,
  "s_squared": 6.045,
  "e_homo_ev": [-14.5794, -14.6505],
  "energy_ev": -72538.103
}

{
  "formula": "C38H55ClOP4V",
  "method": "ωB97M-V/def2-TZVPD",
  "species": ["V", "Cl", "P", "P", "P", "P", "O", "C", "C", "C", "C", "C", "C", "C", "C", "C", "C", "C", "C", "C", "C", "C", "C", "C", "C", "C", "C", "C", "C", "C", "C", "C", "C", "C", "C", "C", "C", "C", "C", "C", "C", "C", "C", "C", "C", "H", "H", "H", "H", "H", "H", "H", "H", "H", "H", "H", "H", "H", "H", "H", "H", "H", "H", "H", "H", "H", "H", "H", "H", "H", "H", "H", "H", "H", "H", "H", "H", "H", "H", "H", "H", "H", "H", "H", "H", "H", "H", "H", "H", "H", "H", "H", "H", "H", "H", "H", "H", "H", "H", "H"],
  "positions_angstrom": [[-0.743039, 1.148757, 0.961943], [-1.235637, -0.405378, 2.816157], [-2.890768, 0.608312, 0.110688], [1.155556, 1.854927, 2.204352], [1.079388, -2.970009, -0.556594], [0.911342, 2.264807, -3.195891], [1.975165, -0.390511, -1.803945], [0.768111, 2.271472, 3.935840], [2.702519, 2.511603, -3.373790], [1.639232, -3.122376, -3.312371], [-1.632071, 2.522410, 2.112029], [1.956437, 3.369207, 1.564673], [0.143282, 3.891201, -3.378948], [0.634413, 0.048631, -1.503967], [0.384315, -4.480926, 0.171641], [-0.516845, -6.860576, 1.297169], [-3.241970, 1.296011, -1.547005], [-0.008804, -5.540115, -0.645981], [-1.848946, 5.504191, 4.179924], [4.999028, -2.206884, 0.230492], [-3.997028, 5.145630, 2.922475], [-0.067180, -2.965919, -5.002828], [3.639312, -2.061825, 0.001211], [-1.039417, -2.863920, -4.015825], [4.830857, -4.554604, -0.261782], [2.874440, -3.161805, -0.369026], [-0.198907, 2.154843, -0.666686], [5.597150, -3.451167, 0.092035], [-4.257536, 1.234793, 1.139421], [2.543300, 0.674184, 2.366498], [-2.211631, 3.417894, 2.861771], [-0.113948, -5.813569, 2.113771], [0.416928, 1.238667, -4.607428], [0.435607, 1.519020, -1.689301], [-3.265530, -1.170374, -0.065541], [3.470349, -4.416281, -0.483455], [0.377090, -1.613115, 0.312848], [-0.676740, -2.893342, -2.679537], [0.180621, -0.328151, -0.098567], [1.268239, -3.098325, -4.648846], [0.340339, -4.628505, 1.558342], [-3.491647, 3.765579, 4.964419], [0.666573, -3.017555, -2.322282], [-0.460006, -6.722800, -0.081967], [-2.887340, 4.461939, 3.735894], [0.430124, 4.324947, -4.333488], [2.879048, -5.284695, -0.739944], [2.928422, 3.082449, -4.271904], [0.364667, 1.391707, 4.426949], [-2.082146, -2.772428, -4.286499], [-3.572656, 5.641221, 2.022291], [3.183605, 1.539990, -3.428602], [-2.838020, -1.699353, 0.781963], [0.024189, -5.442827, -1.721647], [0.654740, -3.829936, 2.214255], [2.761501, 3.706179, 2.214054], [-0.432126, 3.214321, -0.740675], [-4.025283, 1.042309, 2.182026], [-0.769978, -7.536468, -0.722855], [1.199713, 4.145537, 1.493757], [3.079317, 3.045455, -2.505630], [-0.352634, -2.953874, -6.045987], [2.351727, 3.177756, 0.569629], [0.006404, 3.044239, 3.944800], [2.007111, -1.335324, -1.604789], [-1.435655, -2.828054, -1.913145], [-4.238640, 3.003021, 4.652780], [3.096412, 0.631854, 1.431334], [-4.338033, -1.349317, -0.103350], [-4.258041, 1.079407, -1.869399], [-2.325371, 6.283782, 4.812707], [-0.650754, 1.044155, -4.560137], [5.292994, -5.527453, -0.355677], [0.025525, -0.513665, -2.217410], [0.651905, 1.737138, -5.544421], [1.656495, 2.617935, 4.459699], [-4.751508, 4.401414, 2.587142], [-4.513604, 5.915425, 3.535748], [3.223320, 0.966975, 3.163451], [-2.538990, 0.880153, -2.265197], [-1.038951, 5.027437, 4.771886], [0.472544, 4.552000, -2.582473], [-0.871199, -7.783494, 1.735168], [3.159717, -1.103081, 0.129066], [-3.998220, 4.503955, 5.622949], [-2.698394, 3.255623, 5.553182], [2.025646, -3.191637, -5.415278], [-1.391155, 6.000568, 3.296635], [6.657056, -3.566015, 0.272414], [2.679950, -3.202613, -3.041392], [5.589107, -1.350031, 0.525235], [-2.806321, -1.548681, -0.974069], [2.138683, -0.310956, 2.581197], [-4.335375, 2.308134, 1.000649], [0.947634, 0.291392, -4.565655], [-5.196332, 0.754669, 0.871357], [-0.937663, 3.799743, -3.334745], [-0.042803, -1.903357, 1.263900], [-3.098085, 2.372166, -1.502960], [-0.154221, -5.915844, 3.189070]],
  "forces_ev_per_angstrom": [[-1.15, -0.79, 3.37], [0.45, 0.48, -1.19], [-1.61, -0.27, -0.53], [1.34, 0.55, 1.01], [-0.02, -2.21, 0.13], [0.62, 0.96, -1.67], [-0.15, 1.12, 0.09], [0.08, 0.01, -0.16], [-0.39, -0.21, 0.36], [-0.10, 0.05, 0.09], [-2.80, 4.69, 2.92], [-0.22, -0.20, -0.02], [0.03, -0.37, 0.20], [0.46, -1.07, 0.06], [0.00, 0.13, -0.17], [0.03, 0.03, -0.08], [0.03, -0.10, 0.22], [-0.04, 0.12, -0.02], [0.51, 0.27, 0.03], [0.06, 0.00, -0.03], [-0.35, 0.13, -0.50], [0.10, -0.01, 0.04], [0.14, 0.02, 0.19], [-0.08, -0.02, 0.08], [-0.07, -0.01, -0.05], [-0.27, 0.42, 0.21], [0.89, 0.30, -1.77], [-0.08, 0.08, 0.01], [0.15, -0.13, -0.14], [-0.23, 0.09, -0.16], [2.08, -3.18, -2.89], [0.01, 0.07, 0.04], [-0.06, 0.06, 0.50], [-0.40, 0.03, 1.58], [0.24, 0.13, 0.05], [0.00, -0.15, -0.16], [-0.26, 1.36, -0.37], [0.01, -0.01, -0.10], [0.57, -1.85, -0.61], [0.01, -0.05, -0.10], [-0.05, 0.04, -0.03], [-0.13, -0.53, 0.38], [-0.07, 0.19, 0.17], [-0.02, -0.06, 0.03], [0.31, -0.47, -0.42], [0.06, -0.04, -0.09], [-0.04, -0.06, 0.01], [-0.15, 0.03, -0.08], [-0.04, -0.12, 0.06], [-0.04, -0.02, -0.02], [-0.29, -0.26, 0.54], [0.07, -0.13, 0.04], [-0.02, -0.07, 0.11], [0.01, -0.02, -0.06], [0.05, 0.10, 0.07], [0.02, -0.04, 0.08], [-0.02, 0.12, -0.14], [0.01, -0.05, 0.11], [0.00, -0.01, -0.01], [-0.07, 0.16, 0.02], [0.06, 0.07, 0.08], [0.00, 0.00, -0.02], [0.06, -0.03, -0.08], [0.06, 0.01, 0.02], [0.38, 0.57, -0.56], [-0.06, -0.02, 0.08], [0.44, 0.46, 0.24], [0.03, 0.00, -0.11], [-0.05, 0.08, -0.03], [-0.08, -0.02, 0.02], [0.24, -0.50, -0.39], [-0.15, -0.01, -0.03], [-0.01, -0.02, 0.00], [-0.59, 0.20, -0.08], [0.06, 0.13, 0.00], [0.15, -0.04, -0.04], [0.41, 0.47, 0.21], [0.35, -0.49, -0.32], [-0.01, 0.09, 0.06], [0.07, -0.06, -0.09], [-0.46, 0.31, -0.31], [0.07, 0.07, 0.10], [0.00, -0.01, 0.01], [0.10, 0.04, 0.05], [0.34, -0.39, -0.46], [-0.52, 0.30, -0.31], [0.01, 0.00, 0.00], [-0.27, -0.26, 0.55], [0.01, 0.00, 0.01], [0.18, -0.06, 0.02], [0.02, 0.01, 0.01], [0.04, -0.01, -0.11], [-0.02, -0.14, 0.05], [0.01, 0.13, 0.03], [0.10, -0.14, 0.05], [-0.04, -0.04, -0.09], [-0.14, -0.01, -0.02], [0.10, -0.13, 0.30], [-0.04, 0.16, -0.05], [0.01, -0.01, 0.02]],
  "e_above_lowest_kj_mol": 0.0,
  "spin_multiplicity": 2,
  "total_charge": 2,
  "s_squared": 0.773,
  "e_homo_ev": [-13.0589, -13.0479],
  "energy_ev": -117696.230
}